# 1
Molecular formula: C8H32N8O10
Method: DFT, ωB97M-V/def2-TZVPD

Atoms and positions in Å:
1 C 0.04 2.29 4.15
2 C -1.24 1.42 3.79
3 O -1.78 1.92 2.60
4 O 0.94 2.23 3.09
5 H 0.65 2.08 5.03
6 H -0.42 3.27 4.14
7 H -1.97 1.62 4.57
8 H -0.97 0.36 3.78
9 H -1.11 1.79 1.92
10 H 1.37 1.38 3.22
11 C -2.08 -2.21 1.08
12 C -1.53 -3.23 0.07
13 O -0.76 -2.55 -0.86
14 O -2.85 -1.17 0.33
15 H -1.26 -1.70 1.58
16 H -2.73 -2.71 1.80
17 H -2.35 -3.61 -0.54
18 H -1.04 -4.02 0.64
19 H -1.37 -1.97 -1.32
20 H -3.65 -0.94 0.81
21 C 2.44 -0.28 -2.50
22 O 1.78 -0.80 -3.43
23 N 3.33 -0.76 -1.80
24 N 2.17 0.91 -2.15
25 H 3.48 -1.75 -1.84
26 H 3.71 -0.16 -1.08
27 H 2.86 1.27 -1.50
28 H 1.69 1.40 -2.88
29 C -2.60 2.82 -1.11
30 O -3.66 3.35 -1.40
31 N -1.42 3.15 -1.33
32 N -2.54 1.65 -0.57
33 H -1.19 3.96 -1.89
34 H -0.76 2.42 -1.07
35 H -3.35 1.17 -0.21
36 H -1.67 1.23 -0.28
37 C -1.40 -0.56 -4.41
38 O -2.47 -0.26 -4.85
39 N -0.99 -0.20 -3.20
40 N -0.48 -1.18 -5.11
41 H -1.55 0.53 -2.78
42 H -0.05 -0.50 -2.98
43 H 0.40 -1.46 -4.69
44 H -0.71 -1.57 -6.02
45 C 1.95 -2.03 1.99
46 O 1.43 -1.00 2.21
47 N 2.21 -2.96 2.82
48 N 2.47 -2.31 0.82
49 H 1.84 -2.98 3.76
50 H 2.45 -3.85 2.39
51 H 2.57 -1.60 0.12
52 H 2.95 -3.18 0.65
53 O 0.17 0.83 0.18
54 H 0.64 1.02 -0.62
55 H 0.73 0.22 0.66
56 O 2.50 3.05 1.02
57 H 3.20 3.50 1.48
58 H 1.96 2.67 1.71

<S²>: 0.775
E_HOMO (alpha / beta), eV: -11.911 / -11.798
Net charge: +1
M, g mol⁻¹: 400.390
Spin multiplicity: 2


# 2
Molecular formula: C46H57AuBN6Te
Method: DFT, ωB97M-V/def2-TZVPD

Atoms and positions in Å:
1 Au 0.61 -0.55 0.64
2 C -2.64 0.42 5.00
3 C -1.33 0.13 4.36
4 C -0.14 -0.13 4.99
5 C 0.78 -0.42 3.98
6 N 0.18 -0.30 2.80
7 N -1.13 0.03 3.02
8 B -2.23 0.11 1.92
9 N -2.22 1.38 1.02
10 N -1.31 1.71 0.04
11 C -1.56 2.97 -0.30
12 C -2.61 3.48 0.46
13 C -3.02 2.45 1.27
14 C -4.14 2.50 2.25
15 C -0.83 3.78 -1.36
16 C 0.24 2.99 -2.09
17 C -0.17 4.98 -0.67
18 C -1.86 4.29 -2.38
19 N -2.24 -1.25 1.15
20 N -1.12 -1.81 0.60
21 C -1.43 -3.04 0.20
22 C -2.77 -3.29 0.50
23 C -3.24 -2.14 1.10
24 C -4.61 -1.89 1.65
25 C -0.45 -4.00 -0.44
26 C -0.93 -4.32 -1.86
27 C 0.96 -3.42 -0.51
28 C -0.43 -5.29 0.39
29 C 2.20 -0.89 4.23
30 C 2.93 -1.32 2.96
31 C 2.99 0.25 4.89
32 C 2.14 -2.09 5.19
33 H -2.52 0.37 6.08
34 H -3.41 -0.30 4.72
35 H -3.01 1.42 4.75
36 H 0.03 -0.14 6.05
37 H -3.28 0.17 2.49
38 H -3.05 4.47 0.41
39 H -4.68 3.44 2.12
40 H -3.79 2.46 3.28
41 H -4.85 1.68 2.11
42 H 1.04 2.67 -1.43
43 H 0.67 3.61 -2.88
44 H -0.18 2.10 -2.58
45 H 0.53 4.65 0.10
46 H -0.91 5.63 -0.21
47 H 0.39 5.56 -1.41
48 H -2.40 3.47 -2.85
49 H -1.36 4.87 -3.15
50 H -2.60 4.93 -1.90
51 H -3.33 -4.19 0.32
52 H -5.24 -2.75 1.46
53 H -5.07 -1.01 1.19
54 H -4.58 -1.72 2.73
55 H -1.05 -3.41 -2.45
56 H -1.89 -4.84 -1.84
57 H -0.21 -4.96 -2.37
58 H 1.00 -2.50 -1.10
59 H 1.63 -4.14 -0.99
60 H 1.35 -3.22 0.49
61 H -1.40 -5.79 0.38
62 H -0.16 -5.08 1.43
63 H 0.31 -5.98 -0.02
64 H 3.17 -0.47 2.33
65 H 2.35 -2.05 2.38
66 H 3.88 -1.80 3.24
67 H 3.14 1.08 4.19
68 H 3.97 -0.11 5.21
69 H 2.47 0.64 5.77
70 H 1.61 -2.92 4.72
71 H 1.63 -1.84 6.12
72 H 3.15 -2.42 5.42
73 C 6.02 -0.32 -0.87
74 C 4.99 -1.28 -0.87
75 C 3.74 -0.96 -0.41
76 C 3.46 0.34 0.10
77 C 2.18 0.72 0.61
78 C 2.01 1.95 1.18
79 C 3.07 2.89 1.21
80 C 4.29 2.57 0.69
81 C 4.51 1.29 0.13
82 C 5.79 0.93 -0.38
83 H 7.00 -0.59 -1.25
84 H 5.18 -2.28 -1.23
85 H 2.96 -1.70 -0.41
86 H 1.06 2.22 1.61
87 H 2.91 3.87 1.65
88 H 5.11 3.28 0.72
89 H 6.58 1.67 -0.36
90 Te -1.34 -0.27 -2.13
91 C -2.12 0.68 -3.81
92 C -1.32 1.15 -4.85
93 C -1.92 1.84 -5.90
94 C -3.29 2.06 -5.90
95 C -4.08 1.60 -4.86
96 C -3.50 0.91 -3.81
97 C 0.35 -1.03 -3.14
98 C 0.10 -1.97 -4.15
99 C 1.17 -2.45 -4.89
100 C 2.46 -2.00 -4.63
101 C 2.69 -1.07 -3.63
102 C 1.63 -0.58 -2.87
103 H -0.25 0.98 -4.86
104 H -1.30 2.20 -6.71
105 H -3.74 2.61 -6.72
106 H -5.15 1.77 -4.87
107 H -4.12 0.55 -3.00
108 H -0.90 -2.31 -4.36
109 H 0.99 -3.17 -5.67
110 H 3.28 -2.37 -5.22
111 H 3.69 -0.73 -3.42
112 H 1.82 0.13 -2.08

<S²>: 2.011
E_HOMO (alpha / beta), eV: -10.173 / -10.191
Net charge: +1
M, g mol⁻¹: 1029.383
Spin multiplicity: 3